[1]
DFT (ωB97M-V/def2-TZVPD) results for a molecular structure, C19H22F5N5OSSiTc in a non-equilibrium geometry.

highest occupied orbital energy (alpha / beta) = -0.2691 / -0.2569 Ha
spin multiplicity = 4
LUMO (alpha / beta) = -0.03 / -3.47 eV

Element x y z (Å)
Tc  -0.32567  0.72369  0.53407
N  -4.39543  2.27253  0.13123
C  -3.13178  1.79876  -0.00559
S  -2.50143  1.05304  1.46590
N  -2.58436  1.89782  -1.14465
N  -1.26791  1.45489  -1.18151
C  -0.73814  1.62076  -2.32402
C  0.60202  1.32713  -2.75531
C  0.95151  1.51305  -4.10914
C  2.23042  1.22058  -4.55862
C  3.17125  0.78151  -3.63357
C  2.86034  0.53226  -2.31767
C  1.56110  0.78463  -1.85369
O  1.29702  0.55984  -0.59510
H  -4.71583  2.53618  1.03783
H  -4.80102  2.77018  -0.63965
H  -1.34696  2.11834  -3.06638
H  0.14037  1.84691  -4.73610
H  2.49000  1.44652  -5.58308
H  4.17333  0.55439  -4.06128
H  3.61525  0.15146  -1.63836
C  0.76484  1.13548  4.32936
C  0.48311  -0.19019  3.73949
C  0.54379  -1.32860  4.53294
C  0.41764  -2.60069  3.95017
C  0.20995  -2.71165  2.61069
C  -0.00964  -1.53274  1.85274
N  0.24002  -0.31765  2.40699
N  -0.43307  -1.40531  0.59022
Si  -0.59948  -2.60933  -0.67541
C  -1.81266  -3.96015  -0.09886
C  1.10953  -3.31395  -1.23881
C  -1.46841  -1.84811  -2.14203
H  1.20073  0.97699  5.34301
H  -0.11440  1.79466  4.43877
H  1.46296  1.71034  3.69174
H  0.84193  -1.24337  5.55285
H  0.48610  -3.48400  4.62371
H  -0.00417  -3.62576  2.06688
H  -1.49700  -4.65008  0.66954
H  -2.06593  -4.52329  -0.97126
H  -2.72230  -3.47062  0.23469
H  1.49717  -3.99514  -0.46376
H  1.82305  -2.51651  -1.40198
H  0.98609  -3.87187  -2.18819
H  -2.55018  -1.87782  -2.05609
H  -1.19138  -2.44848  -2.99985
H  -1.27170  -0.83685  -2.39839
F  -0.13777  3.08732  2.41094
C  0.08131  2.85629  1.07864
F  -0.75582  3.71996  0.40328
C  1.47712  3.39849  0.84819
F  1.61047  4.66262  1.30812
F  2.39782  2.62826  1.44620
F  1.71622  3.42728  -0.45985

---

[2]
DFT (ωB97M-V/def2-TZVPD) results for a molecular structure, C19H22IrN8O6S2.

highest occupied orbital energy = -0.4054 Ha
ΔE to the lowest compared entry with this formula, charge and spin = 107.3 kJ/mol
LUMO = -2.35 eV
total charge = +1

Element x y z (Å)
Ir  1.52493  -0.18502  -0.32563
O  0.99241  -5.00885  3.01736
C  0.01041  -4.16177  3.27661
O  -0.87977  -4.40165  4.04653
C  0.03945  -2.85082  2.56003
C  -0.88468  -1.84409  2.75876
N  -0.57627  -0.83815  1.91868
N  0.51379  -1.13333  1.21604
C  0.89257  -2.34554  1.56602
C  2.03057  -2.88645  0.76387
O  2.59376  -3.91792  1.11757
O  2.40126  -2.12758  -0.20216
H  1.64163  -4.66337  2.35508
H  -1.72848  -1.80438  3.42626
H  -1.00269  0.07066  1.83226
N  4.12626  -1.02929  2.15577
C  4.14301  0.10083  1.44986
N  3.45909  0.34389  0.34575
C  3.82259  1.57482  -0.19703
C  4.71989  2.28629  0.50560
S  5.19707  1.39657  1.90582
C  3.22972  1.83162  -1.50063
C  3.43101  2.82905  -2.37938
S  2.50147  2.55088  -3.80947
C  1.89228  1.08813  -3.13100
N  2.34526  0.83809  -1.92339
N  1.06500  0.27996  -3.81631
H  3.61263  -1.83466  1.84370
H  4.62434  -1.08908  3.02559
H  5.15664  3.24112  0.27166
H  4.06471  3.69302  -2.28416
H  0.92450  0.42093  -4.80019
H  0.82174  -0.61176  -3.41891
C  0.33529  3.54715  1.40554
C  0.95046  2.17353  1.26079
O  0.72358  1.65526  0.07170
O  1.56585  1.62601  2.15263
H  0.77657  4.22334  0.67356
H  0.50646  3.92449  2.40912
H  -0.73469  3.50666  1.20078
N  -0.27699  -0.45448  -1.21739
C  -1.42449  -0.33305  -1.30769
N  -2.70852  -0.19397  -1.40933
C  -3.59747  -1.36234  -1.57338
C  -4.84924  -1.14677  -0.74057
C  -5.52373  0.16670  -1.12799
C  -4.56117  1.33903  -0.94680
C  -3.28184  1.12831  -1.74153
H  -3.04877  -2.25717  -1.28424
H  -3.85157  -1.43940  -2.63541
H  -4.57034  -1.12005  0.31668
H  -5.52040  -1.99481  -0.87753
H  -6.42051  0.32236  -0.52935
H  -5.84510  0.11721  -2.17321
H  -4.31235  1.45431  0.11180
H  -5.02057  2.27303  -1.27242
H  -2.52920  1.88378  -1.51987
H  -3.48737  1.14874  -2.81645

---

[3]
DFT (ωB97M-V/def2-TZVPD) results for a single C19H22N2O2 molecule.

highest occupied orbital energy = -0.2866 Ha
ΔE to the lowest compared entry with this formula, charge and spin = 139.3 kJ/mol
LUMO = 0.72 eV
structure (SMILES) = CCOc1ccc(NC(=O)CN2CCc3ccccc3C2)cc1

Element x y z (Å)
C  2.40800  4.22497  6.18353
C  1.75804  3.71144  4.90819
O  2.64417  2.78234  4.31891
C  2.27849  2.16415  3.16268
C  3.19420  1.24689  2.64348
C  2.93106  0.55887  1.47982
C  1.73279  0.77212  0.80093
N  1.40218  0.10650  -0.38255
C  2.06095  -0.88251  -1.03061
O  3.13056  -1.35855  -0.71794
C  1.29767  -1.33728  -2.27785
N  -0.13514  -1.20258  -2.10028
C  -0.67976  -2.14764  -1.12702
C  -1.51258  -3.26641  -1.76677
C  -2.64115  -2.60464  -2.49169
C  -3.96899  -2.97928  -2.37814
C  -4.94934  -2.26495  -3.04596
C  -4.60554  -1.16510  -3.81371
C  -3.28021  -0.77906  -3.92132
C  -2.29475  -1.49772  -3.26462
C  -0.83666  -1.17645  -3.38412
C  0.82085  1.68677  1.31431
C  1.08480  2.37947  2.48251
H  3.35533  4.70268  5.94967
H  2.59655  3.39731  6.86164
H  1.75439  4.94406  6.66911
H  1.56913  4.54530  4.21700
H  0.79994  3.22506  5.14099
H  4.11708  1.08917  3.17834
H  3.64355  -0.14808  1.08943
H  0.49928  0.33416  -0.78601
H  1.61171  -0.68390  -3.09877
H  1.61940  -2.36135  -2.52482
H  0.14127  -2.56956  -0.54296
H  -1.33163  -1.59178  -0.44044
H  -1.87579  -3.95203  -1.00107
H  -0.88797  -3.83084  -2.46588
H  -4.23512  -3.83227  -1.77032
H  -5.98402  -2.56282  -2.96195
H  -5.37212  -0.60460  -4.32799
H  -3.01141  0.08024  -4.51909
H  -0.39369  -1.91159  -4.08072
H  -0.69578  -0.18190  -3.82110
H  -0.11126  1.86068  0.79468
H  0.35152  3.08075  2.84848

---

[4]
DFT (ωB97M-V/def2-TZVPD) results for a single C19H22N2O3 molecule in a non-equilibrium geometry.

highest occupied orbital energy = -0.2916 Ha
ΔE to the lowest compared entry with this formula, charge and spin = 279.4 kJ/mol
LUMO = 0.48 eV
structure (SMILES) = O=C(O)C[C@@H]1C[C@H]1c1ccc(OCCCNc2ccccn2)cc1

Element x y z (Å)
O  -2.78233  7.12260  4.49656
C  -2.40037  6.64239  3.42439
O  -2.92879  6.95107  2.19075
C  -1.11614  5.84183  3.41781
C  -1.36542  4.31869  3.11815
C  -1.06760  3.36719  4.29064
C  -0.15078  3.41852  3.05957
C  -0.06682  2.32398  1.99994
C  1.03380  2.28685  1.16535
C  1.20159  1.28119  0.23326
C  0.20398  0.30216  0.09868
O  0.35173  -0.66656  -0.87557
C  -0.30199  -1.94132  -0.72084
C  0.24222  -2.74514  0.48936
C  1.76541  -2.90809  0.48244
N  2.17951  -3.72221  -0.68308
C  2.81287  -3.32333  -1.82686
C  3.06607  -1.99766  -2.17671
C  3.55884  -1.68589  -3.41440
C  3.81133  -2.70005  -4.29080
C  3.51512  -4.00788  -3.89840
N  3.06164  -4.32993  -2.68027
C  -0.95384  0.39064  0.86751
C  -1.10560  1.35377  1.85879
H  -2.33621  6.46483  1.57560
H  -0.45862  6.21127  2.63673
H  -0.63769  6.02712  4.36703
H  -2.19682  4.07419  2.46334
H  -0.74504  3.82377  5.20778
H  -1.67797  2.45935  4.43478
H  0.83546  3.87054  3.22684
H  1.78755  3.05902  1.22626
H  2.06930  1.25210  -0.38976
H  -1.40180  -1.83081  -0.67797
H  -0.07480  -2.56374  -1.59301
H  -0.24553  -3.73508  0.56273
H  -0.02942  -2.20492  1.40041
H  2.15410  -3.41524  1.39433
H  2.23442  -1.92905  0.45674
H  1.93833  -4.70901  -0.66545
H  2.79318  -1.19833  -1.47638
H  3.70469  -0.63259  -3.68954
H  4.11837  -2.51300  -5.30848
H  3.71116  -4.81434  -4.59641
H  -1.75913  -0.30413  0.71585
H  -2.00580  1.37735  2.44447